{
  "formula": "C5H10N2",
  "method": "ωB97M-V/def2-TZVPD",
  "smiles": "[H]/N=C(C)\\C(N)=C\\C",
  "e_lumo_ev": 0.85,
  "multiplicity": 1,
  "total_charge": 0,
  "de_lowest_kcal_mol": 22.97,
  "homo_lumo_gap_ev": 9.055,
  "symbols": ["H", "N", "C", "C", "C", "N", "C", "C", "H", "H", "H", "H", "H", "H", "H", "H", "H"],
  "positions_angstrom": [[0.988943, 2.223930, 0.588006], [1.755602, 1.586445, 0.342936], [1.279027, 0.387022, 0.180694], [2.228515, -0.774199, 0.002512], [-0.183205, 0.055890, 0.387317], [-0.594545, -0.647517, 1.487603], [-0.886241, 0.463186, -0.674920], [-2.338238, 0.324892, -0.961437], [2.225254, -1.079186, -1.047569], [3.243883, -0.482849, 0.285023], [1.941507, -1.625634, 0.624187], [-1.462705, -1.156449, 1.363010], [0.140738, -1.170669, 1.953091], [-0.180495, 1.007242, -1.400303], [-2.877008, -0.184210, -0.156736], [-2.789847, 1.314067, -1.088586], [-2.491185, -0.241959, -1.884826]],
  "forces_ev_per_angstrom": [[0.1, -0.2, -0.2], [-0.8, -1.7, -0.4], [0.9, 1.2, 2.4], [0.2, 0.3, -0.2], [0.8, 0.6, -1.9], [0.0, -0.5, 0.6], [1.3, 1.0, -0.8], [-0.1, 0.0, -0.1], [0.0, -0.2, 0.1], [-0.2, 0.1, -0.1], [-0.1, 0.0, -0.2], [0.3, 0.0, 0.2], [-0.4, 0.1, -0.1], [-1.8, -0.7, 0.7], [0.0, 0.0, -0.1], [-0.1, -0.2, 0.0], [-0.1, 0.1, 0.1]],
  "lowdin_charge": [0.06, 0.13, -0.40, -0.04, -0.37, 0.11, -0.15, -0.10, 0.08, 0.08, 0.07, 0.09, 0.09, 0.13, 0.06, 0.07, 0.07]
}


{
  "formula": "C13H13ClMnN2O2",
  "method": "ωB97M-V/def2-TZVPD",
  "e_lumo_ev": [-8.48, -10.83],
  "multiplicity": 4,
  "total_charge": 2,
  "de_lowest_kcal_mol": 10.13,
  "homo_lumo_gap_ev": [7.017, 4.676],
  "symbols": ["Cl", "C", "C", "C", "H", "C", "C", "H", "H", "H", "C", "Mn", "C", "O", "C", "O", "H", "H", "H", "N", "C", "C", "C", "N", "C", "C", "H", "H", "H", "H", "H", "H"],
  "positions_angstrom": [[-0.084994, -3.212204, 2.788687], [-0.097114, -1.788942, -1.355677], [-1.284642, -0.978404, -1.523192], [-2.254606, -1.411561, -0.550908], [-1.464258, -0.254806, -2.310204], [-1.730733, -2.548811, 0.151496], [-0.365432, -2.729780, -0.286342], [0.299643, -3.470566, 0.134592], [0.785912, -1.798500, -1.986525], [-3.252469, -1.033450, -0.407577], [-2.481128, -3.388073, 1.130959], [-0.527438, -0.790308, 0.411287], [-1.638183, 0.261894, 1.427744], [-2.099714, 1.234284, 1.891691], [0.721521, -1.217563, 1.742267], [1.681724, -0.994336, 2.384728], [-3.253948, -2.798891, 1.632244], [-1.744151, -3.730503, 1.938422], [-2.909578, -4.295743, 0.689417], [2.717445, 4.416082, -1.060079], [2.031741, 3.282541, -0.761623], [1.562366, 2.422284, -1.774454], [0.866832, 1.277459, -1.434993], [0.593441, 0.947225, -0.141181], [1.045963, 1.762857, 0.842695], [1.757021, 2.919570, 0.569015], [2.897900, 4.657676, -2.017110], [3.063180, 5.042036, -0.351594], [1.748471, 2.654226, -2.817119], [0.513491, 0.609403, -2.226138], [0.811866, 1.447346, 1.858452], [2.089871, 3.507559, 1.411024]],
  "forces_ev_per_angstrom": [[-0.1, -0.8, 0.9], [-1.3, -1.1, 0.0], [-0.2, -1.4, 0.0], [0.3, -0.7, -1.2], [0.1, 0.2, 0.4], [0.6, 0.1, -0.7], [-0.8, 0.1, -1.2], [0.1, 0.1, -0.3], [0.0, 0.3, 0.3], [-0.1, 0.2, -0.2], [0.6, 0.5, 0.7], [1.5, 1.7, -0.9], [-2.7, 6.3, 3.3], [1.8, -4.9, -2.1], [5.5, 2.0, 3.7], [-4.1, -1.4, -2.7], [0.0, -0.3, 0.0], [-0.7, -0.1, -0.5], [0.2, 0.2, 0.0], [-0.7, -1.1, 0.2], [0.7, 1.2, -0.2], [-0.4, -0.8, 0.0], [0.4, 0.7, -0.2], [-0.8, -1.4, 0.1], [0.4, 0.7, -0.5], [-0.6, -1.0, 0.8], [0.1, 0.1, -0.1], [-0.1, -0.1, 0.1], [0.0, -0.1, 0.1], [0.2, 0.4, 0.4], [0.2, 0.4, -0.2], [0.1, 0.2, -0.1]],
  "lowdin_charge": [0.59, -0.05, -0.06, -0.06, 0.15, -0.30, -0.09, 0.13, 0.15, 0.15, 0.00, 0.50, 0.00, 0.23, -0.26, 0.16, 0.11, -0.02, 0.13, 0.19, -0.26, 0.03, -0.08, -0.02, -0.10, 0.04, 0.13, 0.13, 0.13, 0.11, 0.11, 0.13]
}


{
  "formula": "C16H25IO5",
  "method": "ωB97M-V/def2-TZVPD",
  "smiles": "C#C[C@H]1OC(=O)[C@@H](COCCOCCOCC)[C@H]1[C@H](I)CC",
  "e_lumo_ev": 0.25,
  "multiplicity": 1,
  "total_charge": 0,
  "homo_lumo_gap_ev": 9.616,
  "symbols": ["C", "C", "C", "O", "C", "O", "C", "C", "O", "C", "C", "O", "C", "C", "O", "C", "C", "C", "C", "I", "C", "C", "H", "H", "H", "H", "H", "H", "H", "H", "H", "H", "H", "H", "H", "H", "H", "H", "H", "H", "H", "H", "H", "H", "H", "H", "H"],
  "positions_angstrom": [[-0.197798, -1.474005, 1.665875], [-1.368573, -1.109397, 1.600975], [-2.724845, -0.362501, 1.750677], [-2.657877, 0.322455, 3.045459], [-2.516946, 1.732712, 2.981246], [-2.415561, 2.407665, 3.986231], [-2.452932, 2.248388, 1.442349], [-0.936204, 2.643841, 1.303293], [-0.034870, 1.554099, 1.123452], [1.321021, 1.866107, 1.474651], [2.348815, 1.383160, 0.368647], [2.375914, -0.043643, 0.185771], [3.343874, -0.346278, -0.839361], [3.456190, -1.895795, -1.194315], [2.740811, -2.781316, -0.321689], [1.392116, -3.031367, -0.796709], [1.300798, -4.112087, -1.955360], [-3.026166, 0.905681, 0.802087], [-3.055511, 0.707827, -0.780447], [-3.286069, -1.396324, -1.393344], [-1.888445, 1.395700, -1.603166], [-0.563765, 0.475836, -1.728503], [0.885994, -1.746893, 1.588245], [-3.599253, -1.087197, 1.739723], [-3.195276, 3.109270, 1.370349], [-0.836939, 3.400102, 0.455009], [-0.618300, 3.198121, 2.254823], [1.486309, 2.976225, 1.634644], [1.519668, 1.351537, 2.478207], [3.382326, 1.704852, 0.730183], [2.073084, 1.867355, -0.627308], [4.355269, 0.011378, -0.443322], [3.116141, 0.225799, -1.803058], [3.113934, -2.078547, -2.265966], [4.548498, -2.229387, -1.157996], [0.836096, -3.470788, 0.098203], [0.939822, -2.023319, -1.092588], [0.200785, -4.419338, -2.018821], [1.847726, -5.053813, -1.624528], [1.658170, -3.711796, -2.947305], [-4.146114, 1.035457, 1.026247], [-4.024389, 1.196321, -1.136049], [-1.651466, 2.460325, -1.304210], [-2.270432, 1.469353, -2.680947], [-0.461851, -0.201074, -0.825741], [0.362646, 1.109706, -1.911849], [-0.676430, -0.184403, -2.653748]],
  "forces_ev_per_angstrom": [[-1.1, 0.4, -0.5], [0.7, 0.5, 0.3], [1.6, 0.9, 0.1], [-0.2, 1.3, -0.1], [-0.1, -0.3, 0.3], [-0.2, -1.5, -2.0], [0.3, -2.3, 2.1], [0.3, 1.8, -0.1], [-0.4, 0.7, -0.2], [0.7, -0.7, 0.4], [-0.3, 0.4, 0.5], [0.2, 0.5, -0.7], [0.7, 0.1, 0.0], [0.3, -0.5, -0.4], [-0.3, 0.5, -0.9], [-0.4, -0.3, 0.2], [-0.5, 0.0, 0.8], [-1.9, -0.4, -0.8], [0.1, 1.8, 0.0], [-0.1, 0.8, 0.3], [0.5, -1.2, -1.5], [-0.4, 0.2, -0.4], [-1.7, 0.4, 0.2], [1.2, 1.0, 0.1], [1.3, -1.0, -0.2], [0.0, -0.9, 0.8], [-0.7, -0.6, -1.2], [-0.2, -1.1, -0.4], [0.0, 0.6, -1.3], [-1.1, -0.1, -0.6], [0.5, -0.4, 1.2], [-1.1, -0.4, -0.7], [0.2, -0.6, 1.2], [0.4, 0.4, 1.2], [-1.4, 0.6, 0.1], [0.7, 0.8, -1.2], [0.3, -1.5, 0.4], [1.4, 0.6, -0.2], [-0.4, 1.3, -0.6], [-0.3, -0.7, 1.0], [1.4, -0.2, -0.2], [1.3, -0.8, 0.5], [-0.4, -1.3, 0.1], [0.3, 0.1, 1.5], [0.2, 1.0, -1.0], [-1.1, -0.8, 0.5], [0.1, 0.8, 1.3]],
  "lowdin_charge": [0.11, -0.07, -0.26, 0.00, -0.36, 0.11, -0.08, -0.18, -0.18, -0.15, -0.18, -0.19, -0.18, -0.17, -0.19, -0.27, -0.08, -0.24, -0.61, 0.86, -0.27, -0.16, 0.07, 0.14, 0.17, 0.13, 0.14, 0.13, 0.15, 0.14, 0.12, 0.13, 0.13, 0.12, 0.13, 0.11, 0.11, 0.08, 0.09, 0.07, 0.15, 0.08, 0.10, 0.11, 0.03, 0.07, 0.06]
}


{
  "formula": "C27H17AuF9N5O3S",
  "method": "ωB97M-V/def2-TZVPD",
  "e_lumo_ev": [-1.11, -1.12],
  "multiplicity": 3,
  "total_charge": 0,
  "de_lowest_kcal_mol": 0.00,
  "homo_lumo_gap_ev": [6.402, 6.620],
  "symbols": ["Au", "C", "O", "C", "C", "C", "C", "C", "C", "C", "N", "C", "C", "N", "C", "C", "C", "C", "N", "C", "C", "N", "C", "C", "C", "C", "H", "H", "H", "H", "H", "H", "H", "H", "H", "H", "H", "H", "H", "H", "C", "C", "O", "H", "H", "H", "S", "C", "N", "F", "C", "F", "F", "C", "O", "C", "F", "F", "F", "C", "F", "F", "F"],
  "positions_angstrom": [[-0.946440, -2.352751, -2.386333], [1.495910, 7.449720, 7.016755], [0.366779, 6.592168, 6.985342], [0.295266, 5.675248, 5.993561], [1.254313, 5.514009, 4.997711], [1.076481, 4.541662, 4.026497], [-0.045251, 3.721396, 4.026966], [-0.996635, 3.891548, 5.035155], [-0.833225, 4.854496, 6.006374], [-0.190507, 2.715599, 2.974378], [0.730059, 2.408739, 2.090092], [0.165197, 1.443417, 1.300428], [-1.115915, 1.157581, 1.712386], [-1.331678, 1.978100, 2.792656], [-1.949723, 0.194845, 1.070187], [-3.263930, -0.139153, 1.434264], [-3.951220, -1.083834, 0.713940], [-3.325396, -1.695318, -0.377601], [-2.095269, -1.383834, -0.722321], [-1.391471, -0.467638, -0.034626], [-0.035387, -0.185699, -0.478822], [0.438990, -0.870666, -1.544111], [1.659387, -0.640941, -1.986964], [2.498770, 0.301501, -1.381974], [2.045729, 1.007040, -0.296160], [0.747791, 0.767357, 0.179787], [1.356293, 8.096286, 7.877691], [1.554557, 8.058641, 6.111710], [2.420746, 6.880889, 7.136552], [2.135984, 6.136285, 4.966404], [1.815417, 4.411397, 3.247850], [-1.878204, 3.263211, 5.083535], [-1.564240, 4.990609, 6.791409], [-2.175247, 2.056915, 3.331316], [-3.734536, 0.346313, 2.280276], [-4.962865, -1.360105, 0.973351], [-3.810597, -2.446286, -0.990029], [1.959868, -1.234906, -2.841596], [3.490137, 0.458037, -1.782179], [2.660182, 1.743110, 0.204772], [1.426767, -4.688095, -1.118682], [0.095156, -4.198180, -0.634427], [-0.583751, -4.589302, 0.242084], [1.747262, -5.567086, -0.557029], [2.145082, -3.874677, -1.007098], [1.348008, -4.891829, -2.185801], [-4.333302, -4.570082, -4.796431], [-3.314467, -3.907370, -3.751946], [-2.615018, -3.415230, -2.941360], [0.023995, -1.088844, -5.406861], [0.007647, -2.358113, -5.840291], [0.439025, -2.358533, -7.108543], [-1.264224, -2.763668, -5.838904], [0.876432, -3.256266, -4.904774], [0.742674, -2.913536, -3.605372], [2.379956, -3.043946, -5.265421], [3.171759, -3.517984, -4.295847], [2.652268, -1.731039, -5.374679], [2.741781, -3.632047, -6.409731], [0.511475, -4.754156, -5.142314], [-0.618125, -5.069007, -4.517523], [1.476877, -5.548926, -4.639139], [0.372601, -5.057072, -6.438542]],
  "forces_ev_per_angstrom": [[0.1, 0.1, 0.0], [0.0, 0.0, 0.0], [0.0, 0.0, 0.0], [0.0, 0.0, 0.0], [0.0, 0.0, 0.0], [0.0, 0.0, 0.0], [0.0, 0.0, 0.0], [0.0, 0.0, 0.0], [0.0, 0.0, 0.0], [0.0, 0.0, 0.0], [0.0, 0.0, 0.0], [0.0, 0.0, 0.0], [0.0, 0.0, 0.0], [0.0, 0.0, 0.0], [0.0, 0.0, 0.0], [0.0, 0.0, 0.0], [0.0, 0.0, 0.0], [0.0, 0.0, 0.0], [0.0, 0.0, 0.0], [0.0, 0.0, 0.0], [0.0, 0.0, 0.0], [0.0, 0.0, 0.0], [0.0, 0.0, 0.0], [0.0, 0.0, 0.0], [0.0, 0.0, 0.0], [0.0, 0.0, 0.0], [0.0, 0.0, 0.0], [0.0, 0.0, 0.0], [0.0, 0.0, 0.0], [0.0, 0.0, 0.0], [0.0, 0.0, 0.0], [0.0, 0.0, 0.0], [0.0, 0.0, 0.0], [0.0, 0.0, 0.0], [0.0, 0.0, 0.0], [0.0, 0.0, 0.0], [0.0, 0.0, 0.0], [0.0, 0.0, 0.0], [0.0, 0.0, 0.0], [0.0, 0.0, 0.0], [0.0, 0.0, 0.0], [0.0, 0.0, -0.1], [0.0, 0.0, 0.1], [0.0, 0.0, 0.0], [0.0, 0.0, 0.0], [0.0, 0.0, 0.0], [0.0, 0.0, 0.0], [-0.1, 0.1, 0.0], [0.1, 0.0, 0.0], [0.0, 0.0, 0.0], [0.0, 0.0, 0.0], [0.0, 0.0, 0.0], [0.0, 0.0, 0.0], [0.0, 0.1, 0.0], [0.0, -0.1, 0.0], [0.0, 0.0, 0.0], [0.0, 0.0, 0.0], [0.0, 0.0, 0.0], [0.0, 0.0, 0.0], [0.0, 0.0, 0.0], [0.0, 0.0, 0.0], [0.0, 0.0, 0.0], [0.0, 0.0, 0.0]],
  "lowdin_charge": [1.11, -0.07, -0.07, -0.28, 0.00, -0.01, -0.16, -0.03, 0.01, -0.26, 0.19, -0.17, -0.13, 0.19, -0.07, 0.01, -0.02, -0.09, 0.02, -0.13, -0.13, 0.02, -0.08, -0.01, 0.02, -0.07, 0.09, 0.10, 0.10, 0.11, 0.11, 0.11, 0.12, 0.15, 0.12, 0.11, 0.10, 0.10, 0.11, 0.12, -0.05, -0.27, 0.09, 0.08, 0.08, 0.05, 0.55, -0.99, -0.11, 0.15, -0.56, 0.17, 0.16, -0.32, -0.25, -0.55, 0.16, 0.16, 0.17, -0.55, 0.16, 0.15, 0.17]
}


Max |F| / eV Å⁻¹: 2.85; 7.58; 3.16; 0.10